# C12H8Br2F2NPd

A molecular structure, C12H8Br2F2NPd (wB97M-V/def2-TZVPD, OMol25).

```
! wB97M-V def2-TZVPD RIJCOSX def2/J DEFGRID3
* xyz 1 1
Pd -0.65 -1.24 0.75
F -3.96 2.58 -0.80
C -2.71 2.11 -0.78
C -2.48 0.90 -0.15
C -1.19 0.42 -0.14
C -0.13 1.13 -0.73
C -0.44 2.34 -1.34
F 0.53 3.06 -1.92
C -1.72 2.86 -1.38
C 1.18 0.50 -0.65
C 2.38 0.96 -1.18
C 3.52 0.19 -1.04
C 3.46 -1.02 -0.38
C 2.24 -1.42 0.14
N 1.14 -0.68 0.01
H -3.31 0.38 0.30
H -1.93 3.80 -1.86
H 2.41 1.90 -1.71
H 4.46 0.54 -1.45
H 4.33 -1.65 -0.25
H 2.14 -2.36 0.66
Br -0.13 -3.43 2.33
C -1.94 -3.14 2.96
Br -2.88 -2.03 1.68
H -1.90 -2.62 3.90
H -2.45 -4.10 3.03
*
```

=====

# C12H8CrN2O4

A molecular structure, C12H8CrN2O4 at a distorted geometry (wB97M-V/def2-TZVPD, OMol25).

```
! wB97M-V def2-TZVPD RIJCOSX def2/J DEFGRID3
* xyz 3 4
Cr 0.01 -0.07 -0.69
O -0.13 2.96 -1.01
C -0.04 1.82 -0.98
C 0.03 -1.95 -1.00
O 0.09 -3.08 -1.13
C 1.85 -0.07 -1.05
O 2.98 -0.08 -1.30
C -1.87 0.02 -0.98
O -2.98 0.08 -1.14
C -0.02 0.71 -4.70
H -0.91 1.24 -4.37
H 0.87 1.23 -4.36
C -0.02 -0.58 -4.71
H 0.87 -1.10 -4.37
H -0.91 -1.09 -4.37
N -0.08 0.01 6.36
C -0.03 0.00 5.18
C 0.03 0.00 3.84
C -0.92 -0.83 3.19
C -0.86 -0.80 1.79
N 0.06 -0.02 1.17
C 0.94 0.79 1.81
C 0.98 0.81 3.20
H -1.70 -1.48 3.70
H -1.52 -1.35 1.07
H 1.54 1.37 1.11
H 1.73 1.44 3.72
*
```

=====

# C12H8N2O4Sr

A molecular structure, C12H8N2O4Sr at a distorted geometry (wB97M-V/def2-TZVPD, OMol25).

```
! wB97M-V def2-TZVPD RIJCOSX def2/J DEFGRID3
* xyz 2 1
Sr 0.00 -1.09 -0.49
C 0.03 0.94 1.91
O -0.03 1.31 3.01
C 0.00 2.08 -0.48
O 0.00 3.22 -0.49
C -2.46 0.05 0.02
O -3.61 0.13 0.12
C 2.46 0.03 -0.01
O 3.61 0.12 0.03
C -0.01 -1.65 -4.94
H 0.92 -2.21 -4.80
H -0.93 -2.21 -4.78
C -0.01 -0.36 -5.26
H -0.94 0.22 -5.36
H 0.91 0.21 -5.38
N 2.92 -0.46 5.29
C 2.06 -1.02 4.73
C 0.92 -1.54 3.96
C -0.36 -1.44 4.51
C -1.47 -1.68 3.69
C -1.23 -2.03 2.35
N 0.01 -2.04 1.80
C 1.09 -1.93 2.62
H -0.46 -1.12 5.56
H -2.49 -1.65 4.08
H -2.03 -2.29 1.66
H 2.06 -2.07 2.15
*
```

=====

# C12H8N2O6RuS2SbSe5

A molecular structure, C12H8N2O6RuS2SbSe5 at a distorted geometry (wB97M-V/def2-TZVPD, OMol25).

```
! wB97M-V def2-TZVPD RIJCOSX def2/J DEFGRID3
* xyz -1 5
Ru 0.09 -0.11 0.04
O -0.25 -2.07 1.32
S -1.70 -1.73 1.38
O -2.50 -2.76 0.74
O -1.90 -0.39 0.73
C -2.42 -1.55 3.02
C -3.09 -2.68 3.47
C -3.85 -2.62 4.64
C -3.94 -1.44 5.35
C -3.26 -0.31 4.91
C -2.50 -0.35 3.75
S -1.31 0.98 3.46
O -1.12 1.69 4.71
O -0.18 0.12 3.12
O -1.79 1.83 2.38
H -3.03 -3.59 2.89
H -4.35 -3.51 4.99
H -4.53 -1.39 6.25
H -3.29 0.62 5.47
Se 4.88 2.88 -3.00
Sb 3.82 0.81 -2.55
Se 1.97 1.05 -0.68
Se 0.72 1.69 1.31
Se 4.99 -1.12 -3.38
Se -0.40 -3.13 -1.42
N -0.33 -1.38 -1.75
C 0.19 -1.23 -2.97
C 0.41 0.03 -3.62
C 1.04 0.04 -4.82
C 1.49 -1.17 -5.44
C 1.27 -2.38 -4.88
C 0.59 -2.45 -3.62
N 0.34 -3.56 -2.95
H 0.13 0.95 -3.12
H 1.23 0.98 -5.31
H 2.03 -1.11 -6.38
H 1.61 -3.30 -5.33
*
```

=====

# C12H8N3O5OsS3

A molecular structure, C12H8N3O5OsS3 (wB97M-V/def2-TZVPD, OMol25).

```
! wB97M-V def2-TZVPD RIJCOSX def2/J DEFGRID3
* xyz -1 5
Os 0.82 1.64 0.98
O 3.76 2.33 3.25
S 2.34 2.32 3.07
O 1.53 2.82 4.14
O 1.84 0.92 2.60
O 1.97 3.07 1.73
S 2.28 1.63 -1.20
C 3.25 0.27 -1.37
C 4.27 0.37 -2.40
N 5.06 0.47 -3.22
C 3.14 -0.95 -0.67
S 1.97 -1.33 0.45
C 4.10 -1.99 -1.00
N 4.84 -2.84 -1.24
C -0.11 4.20 -0.07
O -0.38 2.82 -0.03
H -0.83 4.67 -0.74
H 0.90 4.40 -0.44
H -0.19 4.66 0.92
N -0.68 0.26 0.50
C -1.49 -0.52 0.26
C -2.44 -1.52 -0.09
C -1.99 -2.82 -0.32
C -2.91 -3.80 -0.67
C -4.25 -3.48 -0.80
C -4.69 -2.18 -0.57
C -3.79 -1.19 -0.22
H -0.94 -3.05 -0.22
H -2.57 -4.81 -0.85
H -4.96 -4.25 -1.07
H -5.74 -1.94 -0.67
H -4.12 -0.18 -0.04
*
```

=====

# C12H9Cl5NO5W

A molecular structure, C12H9Cl5NO5W (wB97M-V/def2-TZVPD, OMol25).

```
! wB97M-V def2-TZVPD RIJCOSX def2/J DEFGRID3
* xyz 1 3
W 0.25 0.18 0.16
O 0.06 -0.92 -1.61
C -0.41 -0.21 -2.80
C -1.53 0.71 -2.39
N -1.10 1.55 -1.24
C -2.23 1.91 -0.37
C -2.65 0.68 0.41
O -3.76 0.42 0.75
O -1.60 -0.17 0.60
C -0.25 2.71 -1.65
C 0.85 2.64 -0.62
O 0.99 3.36 0.32
O 1.48 1.41 -0.77
H -0.35 -1.78 -1.48
H 0.47 0.33 -3.16
H -0.71 -0.94 -3.54
H -1.84 1.34 -3.22
H -2.40 0.13 -2.08
H -1.90 2.68 0.33
H -3.08 2.31 -0.94
H 0.13 2.53 -2.65
H -0.81 3.65 -1.62
Cl 0.62 -3.66 -0.16
C 1.26 -2.77 1.19
C 1.06 -1.40 1.29
C 1.53 -0.78 2.42
Cl 1.15 0.96 2.43
C 2.22 -1.39 3.46
Cl 2.75 -0.49 4.80
C 2.42 -2.76 3.32
Cl 3.26 -3.60 4.55
C 1.94 -3.46 2.20
Cl 2.18 -5.15 2.09
*
```

=====

# C12H9F18N3O18S6Zn3

A molecular structure, C12H9F18N3O18S6Zn3 at a distorted geometry (wB97M-V/def2-TZVPD, OMol25).

```
! wB97M-V def2-TZVPD RIJCOSX def2/J DEFGRID3
* xyz 0 1
Zn -7.07 -18.15 22.91
Zn -8.51 -11.11 20.69
Zn -12.59 -14.41 25.37
C -5.33 -12.48 15.68
F -4.44 -12.46 14.69
F -6.34 -11.58 15.37
F -5.92 -13.68 15.80
S -4.72 -11.93 17.44
O -3.65 -12.84 17.70
O -4.30 -10.55 17.21
O -5.87 -12.01 18.36
C -9.98 -6.87 15.89
F -9.28 -6.01 15.20
F -11.09 -6.36 16.28
F -10.21 -8.04 15.20
S -8.92 -7.16 17.52
O -9.42 -8.45 18.06
O -7.51 -7.25 17.04
O -9.08 -5.96 18.37
C -11.75 -8.47 25.35
F -12.86 -8.12 26.09
F -10.94 -7.39 24.98
F -10.91 -9.18 26.08
S -12.32 -9.55 23.88
O -12.71 -10.85 24.52
O -13.40 -8.87 23.17
O -11.18 -9.79 23.04
C -11.95 -16.29 19.08
F -12.93 -15.53 18.52
F -12.47 -17.35 19.60
F -11.09 -16.58 18.04
S -11.02 -15.30 20.49
O -11.81 -15.27 21.69
O -9.81 -16.11 20.76
O -10.69 -13.99 19.93
C -10.78 -19.90 27.92
F -9.55 -20.53 27.85
F -11.85 -20.68 28.24
F -10.78 -18.91 28.79
S -11.10 -19.19 26.14
O -11.70 -17.88 26.26
O -9.81 -19.12 25.34
O -12.11 -20.04 25.46
C -6.21 -12.83 26.42
F -6.50 -13.35 27.60
F -6.49 -11.56 26.54
F -4.96 -13.01 26.09
S -7.41 -13.64 25.16
O -8.82 -13.67 25.70
O -7.37 -12.83 23.92
O -6.87 -14.97 24.92
C -17.21 -19.74 19.99
C -17.49 -19.41 18.57
N -17.58 -19.24 17.44
H -17.74 -20.59 20.42
H -17.39 -18.90 20.67
H -16.13 -19.90 19.93
C -8.58 -21.10 17.46
C -8.56 -20.87 18.90
N -8.50 -20.68 20.05
H -9.22 -21.95 17.24
H -7.54 -21.37 17.27
H -8.72 -20.33 16.70
C -2.48 -18.10 18.22
C -3.49 -17.95 19.27
N -4.31 -17.86 20.04
H -1.98 -17.13 18.14
H -2.88 -18.39 17.24
H -1.83 -18.91 18.55
*
```

=====

# C12H9NO

C12H9NO in the gas phase at a distorted geometry (wB97M-V/def2-TZVPD, OMol25).

```
! wB97M-V def2-TZVPD RIJCOSX def2/J DEFGRID3
* xyz 0 1
O 2.39 -0.01 4.46
C 3.48 0.44 3.39
C 2.80 0.37 2.10
C 1.93 -0.02 1.37
C 1.01 -0.45 0.44
C 0.42 -1.67 0.17
C -0.82 -1.79 -0.58
C -1.53 -0.80 -1.19
C -2.63 -0.76 -1.95
C -2.99 0.30 -2.78
C -2.25 1.57 -2.61
C -1.04 1.61 -1.88
C -0.79 0.46 -1.04
N 0.27 0.64 -0.17
H 1.32 0.30 4.22
H 4.46 0.00 3.29
H 3.82 1.63 3.82
H 0.89 -2.50 0.62
H -1.34 -2.74 -0.35
H -2.86 -1.82 -2.48
H -3.78 0.24 -3.56
H -2.47 2.42 -3.34
H -0.30 2.58 -1.94
*
```

The SMILES is OCC#Cc1ccc2ccccc2n1.

=====

# C12H9O2RuS

A molecular structure, C12H9O2RuS (wB97M-V/def2-TZVPD, OMol25).

```
! wB97M-V def2-TZVPD RIJCOSX def2/J DEFGRID3
* xyz 0 6
Ru 1.12 1.27 -0.57
C 2.73 1.56 1.33
C 1.58 2.31 1.72
C 1.40 3.34 0.78
C 2.39 3.22 -0.22
C 3.23 2.11 0.14
H 3.13 0.70 1.85
H 0.96 2.12 2.58
H 0.61 4.08 0.80
H 2.56 3.90 -1.04
H 4.12 1.79 -0.39
O -3.03 0.95 -0.58
C -1.92 0.48 -0.49
O -0.85 1.25 -0.39
C -1.71 -1.02 -0.50
C -2.90 -1.75 -0.52
C -2.91 -3.14 -0.52
C -1.70 -3.83 -0.51
C -0.52 -3.12 -0.48
C -0.50 -1.72 -0.49
S 1.15 -1.07 -0.47
H -3.82 -1.19 -0.52
H -3.85 -3.67 -0.53
H -1.69 -4.91 -0.50
H 0.43 -3.65 -0.46
*
```

=====

# C13H10Br2N2O4Pd

A molecular structure, C13H10Br2N2O4Pd at a distorted geometry (wB97M-V/def2-TZVPD, OMol25).

```
! wB97M-V def2-TZVPD RIJCOSX def2/J DEFGRID3
* xyz -2 1
Pd 0.36 0.58 -1.13
Br -3.94 1.78 -2.49
C -2.67 2.27 -4.15
Br -0.88 1.71 -3.25
H -2.62 3.33 -4.34
H -2.87 1.67 -5.04
O 5.59 -2.23 3.00
C 4.32 -2.08 3.03
O 3.66 -2.52 4.04
C 3.44 -1.48 1.94
C 2.04 -1.50 2.26
C 1.12 -0.95 1.40
N 1.51 -0.28 0.28
C 2.83 -0.39 -0.10
C 3.81 -0.91 0.77
C 3.11 0.21 -1.42
O 4.27 0.23 -1.83
O 2.09 0.63 -2.08
H 1.74 -1.90 3.23
H 0.05 -0.96 1.57
H 4.85 -0.75 0.47
C -3.96 0.25 0.86
C -3.55 -0.71 -0.05
C -2.29 -0.62 -0.60
N -1.35 0.27 -0.16
C -1.85 1.31 0.55
C -3.15 1.35 1.09
H -4.92 0.20 1.37
H -4.18 -1.57 -0.20
H -2.04 -1.26 -1.43
H -1.14 2.15 0.71
H -3.41 2.18 1.73
*
```

=====

# C13H10Cl3MnO9

A molecular structure, C13H10Cl3MnO9 at a distorted geometry (wB97M-V/def2-TZVPD, OMol25).

```
! wB97M-V def2-TZVPD RIJCOSX def2/J DEFGRID3
* xyz 0 5
Mn 0.67 -0.57 0.51
O 2.00 0.49 4.55
C 1.42 0.57 3.37
O 1.85 -0.01 2.39
C 0.24 1.52 3.35
O -0.65 1.28 2.29
C -1.76 0.46 2.61
C -1.42 -1.06 2.54
O -1.99 -1.85 3.26
O -0.52 -1.32 1.67
H 2.77 -0.10 4.53
H 0.67 2.51 3.18
H -0.25 1.50 4.33
H -2.50 0.65 1.83
H -2.19 0.69 3.59
Cl -3.72 0.85 -5.31
C -2.69 0.74 -3.93
C -2.24 1.92 -3.31
C -1.45 1.86 -2.20
C -1.08 0.61 -1.62
O -0.44 0.59 -0.52
C -1.47 -0.58 -2.32
C -0.95 -1.86 -1.93
O -0.18 -2.10 -1.01
C -2.30 -0.48 -3.45
H -2.51 2.87 -3.73
H -1.10 2.75 -1.70
H -1.27 -2.70 -2.57
H -2.62 -1.39 -3.94
Cl 3.87 -1.86 -2.77
C 4.24 -1.22 -1.15
Cl 4.97 0.38 -1.26
C 2.91 -1.12 -0.40
O 2.58 -2.00 0.40
O 2.18 -0.12 -0.63
H 4.93 -1.91 -0.67
*
```

=====

# C13H10F3N4O5S

2 unconnected molecules or ions with the total composition C13H10F3N4O5S at a distorted geometry (wB97M-V/def2-TZVPD, OMol25).

```
! wB97M-V def2-TZVPD RIJCOSX def2/J DEFGRID3
* xyz -1 1
F 3.91 -0.02 -2.06
C 2.83 -0.77 -1.82
F 2.74 -1.72 -2.78
F 2.98 -1.39 -0.62
S 1.30 0.30 -1.77
C 0.09 -0.87 -1.35
C -1.29 -0.69 -1.68
C -2.18 -1.80 -1.79
C -3.54 -1.60 -2.01
C -4.05 -0.29 -2.11
C -3.19 0.81 -2.04
C -1.83 0.62 -1.85
O 1.55 1.22 -0.68
O 1.14 0.79 -3.12
H 0.48 -1.87 -1.14
H -1.76 -2.80 -1.70
H -4.21 -2.46 -2.10
H -5.12 -0.14 -2.23
H -3.58 1.83 -2.14
H -1.15 1.48 -1.81
C -0.66 3.23 2.26
O 0.60 2.86 2.86
C 0.95 1.59 2.65
N 2.11 1.20 3.20
C 2.43 -0.05 2.94
N 3.38 -0.84 3.56
O 3.17 -2.11 3.08
N 2.03 -2.13 2.10
O 1.71 -3.19 1.61
C 1.63 -0.83 2.01
C 0.46 -0.32 1.48
N 0.09 0.88 1.91
H -0.76 4.27 2.55
H -0.64 3.12 1.17
H -1.49 2.63 2.66
H -0.12 -0.93 0.78
*
```

=====

# C13H10MnN4OS

A molecular structure, C13H10MnN4OS at a distorted geometry (wB97M-V/def2-TZVPD, OMol25).

```
! wB97M-V def2-TZVPD RIJCOSX def2/J DEFGRID3
* xyz 1 5
Mn -0.15 0.70 -0.39
O 0.96 -1.56 2.65
C 0.67 -0.66 1.91
N -0.10 -0.74 0.79
C -0.66 -2.02 0.38
C -1.40 -1.77 -0.90
C -2.12 -2.74 -1.57
C -2.79 -2.39 -2.73
C -2.75 -1.08 -3.18
C -2.00 -0.17 -2.48
N -1.33 -0.51 -1.36
C 1.13 0.77 2.09
C 1.88 1.20 3.15
C 2.23 2.54 3.22
C 1.79 3.40 2.22
C 1.06 2.89 1.17
N 0.74 1.59 1.10
H -1.33 -2.42 1.15
H 0.14 -2.75 0.24
H -2.15 -3.75 -1.19
H -3.35 -3.14 -3.29
H -3.28 -0.76 -4.07
H -1.90 0.86 -2.80
H 2.17 0.48 3.91
H 2.84 2.91 4.03
H 2.03 4.46 2.25
H 0.72 3.52 0.36
S 3.53 -0.11 -2.84
C 2.21 0.42 -2.17
N 1.21 0.83 -1.66
*
```

=====

# C13H10N3O2S6Zr

A molecular structure, C13H10N3O2S6Zr at a distorted geometry (wB97M-V/def2-TZVPD, OMol25).

```
! wB97M-V def2-TZVPD RIJCOSX def2/J DEFGRID3
* xyz 1 1
Zr -0.90 -0.34 0.28
O -4.72 -0.91 -0.65
C -3.55 -1.02 -0.41
O -2.77 -0.11 0.09
C -2.81 -2.34 -0.69
C -3.50 -3.45 -1.16
C -2.80 -4.63 -1.37
C -1.44 -4.65 -1.09
C -0.82 -3.50 -0.63
N -1.49 -2.36 -0.43
H -4.56 -3.36 -1.35
H -3.30 -5.52 -1.73
H -0.86 -5.55 -1.23
H 0.24 -3.49 -0.41
S 0.97 6.19 2.65
C 0.34 4.79 2.13
S -0.12 3.47 3.20
C -0.41 2.28 1.94
C -0.32 2.72 0.66
S -0.39 1.79 -0.84
S 0.05 4.42 0.44
S -0.62 0.63 2.53
C 2.60 0.63 -1.92
N 2.66 1.07 -0.56
C 3.10 2.28 -0.09
C 2.92 2.29 1.25
N 2.36 1.09 1.60
C 2.18 0.36 0.48
S 1.51 -1.21 0.37
H 2.92 1.43 -2.58
H 1.57 0.35 -2.17
H 3.24 -0.25 -2.06
H 3.49 3.04 -0.74
H 3.14 3.05 1.98
H 2.08 0.79 2.53
*
```

=====

Number 1: electronic energy -163057.211 eV. Number 2: electronic energy -52126.543 eV. Number 3: electronic energy -24561.649 eV. Number 4: electronic energy -385360.525 eV. Number 5: electronic energy -62254.212 eV. Number 6: electronic energy -88748.756 eV. Number 7: electronic energy -313067.290 eV. Number 8: electronic energy -16120.601 eV. Number 9: electronic energy -30099.427 eV. Number 10: electronic energy -168376.773 eV. Number 11: electronic energy -100960.215 eV. Number 12: electronic energy -48824.137 eV. Number 13: electronic energy -63801.712 eV. Number 14: electronic energy -88498.205 eV.